# C4H4Cl2N2O2S

2 unconnected molecules or ions with the total composition C4H4Cl2N2O2S (wB97M-V/def2-TZVPD, the Open Molecules 2025 dataset).

Summary:
Relative energy (zero: lowest compared OMol25 entry of this formula, charge and spin), kJ/mol: 381.6
LUMO (spin up / spin down), hartree: -0.144 / -0.144
Kohn-Sham gap (spin up / spin down), eV: 5.45 / 5.50
F_max, eV Å⁻¹: 4.806

Geometry (Å):
C: -0.30702 -1.88142 0.08887
C: 1.69072 -2.81225 0.15461
C: 1.81081 -1.45171 -0.05287
C: 0.11089 0.41167 -0.31408
N: 0.33849 -3.02211 0.24848
N: 0.61965 -0.90557 -0.18977
O: 4.87394 0.67118 -1.46141
O: 2.69128 1.86461 -0.85700
S: 3.76707 0.91725 -0.56137
Cl: 2.92856 -3.96466 0.22296
Cl: 4.53613 1.50072 1.29237
H: -1.27541 -1.76783 -0.20636
H: -0.86750 0.35318 -0.75808
H: -0.11784 0.87341 0.70688
H: 0.81233 1.02102 -0.72928

Formally, the Löwdin partial charges of the atoms, in units of the elementary charge, are as follows:
1 C -0.125
2 C -0.794
3 C 0.045
4 C -0.022
5 N 0.085
6 N -0.144
7 O -0.392
8 O -0.446
9 S 0.465
10 Cl 0.699
11 Cl 0.280
12 H 0.104
13 H 0.095
14 H 0.135
15 H 0.013

=====

# C4H4Cl2O

C4H4Cl2O in the gas phase (wB97M-V/def2-TZVPD, the Open Molecules 2025 dataset).

Summary:
Relative energy (zero: lowest compared OMol25 entry of this formula, charge and spin), kJ/mol: 275.4
LUMO, hartree: -0.034
Kohn-Sham gap, eV: 8.60
SMILES: O=C/C(Cl)=C\CCl
F_max, eV Å⁻¹: 7.849

Geometry (Å):
O: -1.29018 -1.43841 1.21893
C: -1.55047 -0.14121 1.18460
C: -0.82505 0.75551 0.09019
Cl: -1.40070 2.15869 -0.20914
C: 0.20167 0.16298 -0.55135
C: 0.81309 -1.01406 0.02034
Cl: 2.48536 -1.27548 -0.70450
H: -2.20338 0.44890 1.90517
H: 0.64087 0.60320 -1.70567
H: 1.05611 -0.97943 1.14073
H: 0.55321 -2.15924 -0.02231

Formally, the Löwdin partial charges of the atoms, in units of the elementary charge, are as follows:
1 O -0.056
2 C -0.106
3 C -0.873
4 Cl 0.852
5 C -0.206
6 C -0.612
7 Cl 0.470
8 H 0.125
9 H 0.200
10 H 0.102
11 H 0.104

=====

# C4H4Cl4F12NO4PS2V

A molecular structure, C4H4Cl4F12NO4PS2V (wB97M-V/def2-TZVPD, the Open Molecules 2025 dataset).

Summary:
Relative energy (zero: lowest compared OMol25 entry of this formula, charge and spin), kJ/mol: 60.6
LUMO (spin up / spin down), hartree: -0.044 / -0.032
Kohn-Sham gap (spin up / spin down), eV: 9.21 / 10.40
Spin multiplicity: 4
F_max, eV Å⁻¹: 3.012

Geometry (Å):
V: -0.94374 0.59532 -0.06024
P: -2.96857 2.61442 -0.67194
F: -3.67934 3.51580 0.40160
F: -2.94428 3.76335 -1.76146
F: -1.50489 3.08985 -0.08546
F: -2.03998 1.62261 -1.63353
F: -2.88358 1.31127 0.40546
F: -4.27107 1.96158 -1.29313
C: -0.39801 -3.08432 -2.27696
F: 0.11889 -3.59622 -3.34672
F: -1.63091 -2.71205 -2.48629
F: -0.37385 -3.96823 -1.31651
S: 0.55403 -1.51436 -1.72722
O: 1.94711 -1.60078 -2.04367
O: -0.18504 -0.40114 -2.29693
N: 0.14916 -1.24648 -0.06404
S: 1.23560 -2.06678 0.84321
O: 1.78266 -3.28330 0.28736
O: 2.16593 -1.13117 1.43874
C: 0.15176 -2.66538 2.24570
F: -0.42196 -1.62523 2.83890
F: -0.79554 -3.49260 1.81853
F: 0.91431 -3.32240 3.09433
C: 0.57510 1.67439 3.88954
Cl: 0.08674 1.45016 2.17110
Cl: 1.76175 0.44454 4.33727
H: 1.03919 2.65059 3.94166
H: -0.31209 1.60593 4.50528
C: 2.55299 1.90219 -2.38111
Cl: 1.27950 1.95857 -1.15338
Cl: 4.05868 1.27221 -1.69158
H: 2.23518 1.34769 -3.25685
H: 2.74427 2.92994 -2.67163

Formally, the Löwdin partial charges of the atoms, in units of the elementary charge, are as follows:
1 V 0.811
2 P 0.193
3 F -0.076
4 F -0.088
5 F -0.208
6 F -0.225
7 F -0.239
8 F -0.087
9 C -0.719
10 F 0.208
11 F 0.180
12 F 0.171
13 S 0.678
14 O -0.252
15 O -0.386
16 N -0.395
17 S 0.600
18 O -0.262
19 O -0.310
20 C -0.700
21 F 0.103
22 F 0.150
23 F 0.167
24 C -0.879
25 Cl 0.604
26 Cl 0.587
27 H 0.037
28 H 0.043
29 C -0.943
30 Cl 0.614
31 Cl 0.551
32 H 0.043
33 H 0.030

=====

# C4H4Cl4O

C4H4Cl4O in the gas phase (wB97M-V/def2-TZVPD, the Open Molecules 2025 dataset).

Summary:
Relative energy (zero: lowest compared OMol25 entry of this formula, charge and spin), kJ/mol: 61.5
LUMO, hartree: 0.020
Kohn-Sham gap, eV: 10.78
SMILES: O=CCC(Cl)(Cl)C(Cl)Cl
F_max, eV Å⁻¹: 4.671

Geometry (Å):
O: -3.05957 0.07999 -0.91041
C: -2.12817 -0.51377 -0.55373
C: -0.89058 0.29366 0.00770
C: 0.47291 -0.35035 -0.00655
Cl: 0.85354 -0.78179 -1.64696
Cl: 0.37045 -1.79094 0.98813
C: 1.69263 0.51333 0.55031
Cl: 1.48816 2.17663 0.10603
Cl: 3.25785 -0.14499 -0.05975
H: -1.99047 -1.54808 -0.39982
H: -0.78961 1.09641 -0.66381
H: -1.19599 0.57200 0.92015
H: 1.91885 0.39789 1.66872

Formally, the Löwdin partial charges of the atoms, in units of the elementary charge, are as follows:
1 O 0.119
2 C -0.268
3 C -0.265
4 C -1.299
5 Cl 0.678
6 Cl 0.682
7 C -1.150
8 Cl 0.656
9 Cl 0.531
10 H 0.086
11 H 0.069
12 H 0.083
13 H 0.078

=====

# C4H4ClF

C4H4ClF in the gas phase (wB97M-V/def2-TZVPD, the Open Molecules 2025 dataset).

Summary:
Relative energy (zero: lowest compared OMol25 entry of this formula, charge and spin), kJ/mol: 303.7
LUMO, hartree: 0.014
Kohn-Sham gap, eV: 10.42
SMILES: CC#C[C@@H](F)Cl
F_max, eV Å⁻¹: 7.247

Geometry (Å):
C: -0.69039 0.59789 -2.00371
C: -0.28158 0.33056 -0.50606
C: 0.39067 0.29888 0.61418
C: 0.62170 -0.33872 1.88846
F: -0.36077 -1.48115 2.03985
Cl: 2.38143 -1.07536 1.87741
H: -0.73575 -0.57096 -2.56149
H: -1.88670 0.75082 -1.80409
H: -0.10648 1.31477 -2.52313
H: 0.66787 0.17327 2.97857

Formally, the Löwdin partial charges of the atoms, in units of the elementary charge, are as follows:
1 C -0.102
2 C -0.021
3 C -0.082
4 C -0.575
5 F -0.139
6 Cl 0.479
7 H 0.152
8 H 0.114
9 H 0.033
10 H 0.141

=====

# C4H4ClF3

C4H4ClF3 in the gas phase (wB97M-V/def2-TZVPD, the Open Molecules 2025 dataset).

Summary:
Relative energy (zero: lowest compared OMol25 entry of this formula, charge and spin), kJ/mol: 245.9
LUMO, hartree: 0.026
Kohn-Sham gap, eV: 11.71
SMILES: F[C@@H]1[C@@H](F)[C@@H](Cl)[C@H]1F
F_max, eV Å⁻¹: 6.321

Geometry (Å):
F: 0.87650 0.01446 -1.97959
C: -0.12490 0.23450 -0.98768
C: 0.67607 0.85429 0.05440
F: 0.18937 2.12418 0.16281
C: -0.09475 -0.12645 1.09051
Cl: -1.35729 0.64455 2.08456
C: -0.33542 -0.96805 -0.22444
F: -1.48426 -1.75347 -0.39752
H: -1.11390 0.60597 -1.09252
H: 1.80575 0.61547 -0.15488
H: 0.54234 -0.71733 1.87628
H: 0.42049 -1.52811 -0.43193

Formally, the Löwdin partial charges of the atoms, in units of the elementary charge, are as follows:
1 F -0.008
2 C -0.240
3 C -0.261
4 F 0.001
5 C -0.505
6 Cl 0.638
7 C -0.262
8 F 0.015
9 H 0.179
10 H 0.208
11 H 0.128
12 H 0.106

=====

# C4H4ClF3

2 unconnected molecules or ions with the total composition C4H4ClF3 (wB97M-V/def2-TZVPD, the Open Molecules 2025 dataset).

Summary:
Relative energy (zero: lowest compared OMol25 entry of this formula, charge and spin), kJ/mol: 327.6
LUMO, hartree: 0.010
Kohn-Sham gap, eV: 10.36
F_max, eV Å⁻¹: 5.761

Geometry (Å):
C: -2.21877 0.10414 -0.17200
C: -1.22909 -0.01247 0.66267
C: 0.64098 -0.48053 -0.47095
C: 1.76611 0.18931 0.09970
F: 0.81517 -1.79750 -0.27482
F: 1.86244 -0.03467 1.45413
F: 2.92241 -0.16761 -0.35081
Cl: 1.72330 1.99646 -0.09561
H: -3.10293 0.48837 0.21148
H: -2.20683 0.02638 -1.27026
H: -1.29004 0.11564 1.70454
H: 0.31725 -0.42754 -1.49806

Formally, the Löwdin partial charges of the atoms, in units of the elementary charge, are as follows:
1 C -0.068
2 C 0.051
3 C -0.162
4 C -0.945
5 F 0.023
6 F 0.035
7 F 0.103
8 Cl 0.685
9 H 0.030
10 H 0.069
11 H 0.050
12 H 0.130

=====

# C4H4ClF3NO2

2 unconnected molecules or ions with the total composition C4H4ClF3NO2 (wB97M-V/def2-TZVPD, the Open Molecules 2025 dataset).

Summary:
Relative energy (zero: lowest compared OMol25 entry of this formula, charge and spin), kJ/mol: 0.0
LUMO, hartree: 0.131
Total charge: -1
Kohn-Sham gap, eV: 6.65
F_max, eV Å⁻¹: 2.721

Geometry (Å):
C: 0.96703 -0.07107 -1.55990
C: -0.04814 -0.88202 -1.11525
C: 0.58259 0.34105 1.61571
C: 0.47245 -0.97444 2.30175
N: -0.15229 1.32594 1.81400
O: 2.07321 0.06895 -1.04975
O: 0.63042 0.76592 -2.68233
F: 0.91192 -0.84804 3.55779
F: 1.26989 -1.85129 1.61758
F: -0.68471 -1.52073 2.42501
Cl: -1.54001 -1.02277 -2.06614
H: 0.40120 -1.70536 -0.62299
H: 1.43445 0.38184 1.03632
H: -0.38813 0.65893 -2.80178
H: -0.84231 1.36554 2.50203

Formally, the Löwdin partial charges of the atoms, in units of the elementary charge, are as follows:
1 C -0.719
2 C -0.566
3 C -0.145
4 C -0.664
5 N 0.160
6 O -0.049
7 O -0.083
8 F 0.128
9 F 0.103
10 F 0.188
11 Cl 0.486
12 H 0.027
13 H 0.074
14 H 0.031
15 H 0.027

=====

# C4H4ClFO

C4H4ClFO in the gas phase (wB97M-V/def2-TZVPD, the Open Molecules 2025 dataset).

Summary:
Relative energy (zero: lowest compared OMol25 entry of this formula, charge and spin), kJ/mol: 284.1
LUMO, hartree: 0.022
Kohn-Sham gap, eV: 9.22
SMILES: F/C=C/O/C=C\Cl
F_max, eV Å⁻¹: 9.832

Geometry (Å):
F: -0.52449 -0.65490 -2.95933
C: -0.10031 -0.32301 -1.83598
C: -1.13128 0.19788 -0.88279
O: -0.58509 0.62363 0.31796
C: 0.06369 -0.20675 1.03668
C: 1.07260 0.24739 1.76918
Cl: 1.59901 1.94817 1.69254
H: 0.71228 -0.84430 -1.51054
H: -2.04452 0.62855 -1.19528
H: -0.34072 -1.15926 0.99716
H: 1.27885 -0.45739 2.57039

Formally, the Löwdin partial charges of the atoms, in units of the elementary charge, are as follows:
1 F 0.093
2 C -0.116
3 C 0.004
4 O -0.105
5 C -0.335
6 C -0.487
7 Cl 0.578
8 H 0.084
9 H 0.099
10 H 0.114
11 H 0.070

=====

# C4H4ClFO2

C4H4ClFO2 in the gas phase (wB97M-V/def2-TZVPD, the Open Molecules 2025 dataset).

Summary:
Relative energy (zero: lowest compared OMol25 entry of this formula, charge and spin), kJ/mol: 41.0
LUMO, hartree: 0.019
Kohn-Sham gap, eV: 11.06
SMILES: C=C[C@](F)(Cl)C(=O)O
F_max, eV Å⁻¹: 2.815

Geometry (Å):
C: 2.33321 -0.78332 -0.96908
C: 0.99177 -0.73671 -0.97549
C: 0.17542 -0.28844 0.14417
F: 0.89489 -0.28190 1.33334
Cl: -1.35430 -1.25048 0.38753
C: -0.38525 1.14949 -0.21961
O: -0.82809 1.54608 -1.26120
O: -0.30928 1.90869 0.84969
H: 2.83775 -0.55871 -0.06947
H: 2.87841 -1.08409 -1.91580
H: 0.53833 -0.97408 -1.87251
H: -0.87728 2.72783 0.68187

Formally, the Löwdin partial charges of the atoms, in units of the elementary charge, are as follows:
1 C 0.072
2 C -0.161
3 C -0.714
4 F 0.010
5 Cl 0.703
6 C -0.563
7 O 0.122
8 O 0.118
9 H 0.051
10 H 0.095
11 H 0.087
12 H 0.179

=====

# C4H4ClN3

2 unconnected molecules or ions with the total composition C4H4ClN3 (wB97M-V/def2-TZVPD, the Open Molecules 2025 dataset).

Summary:
Relative energy (zero: lowest compared OMol25 entry of this formula, charge and spin), kJ/mol: 569.6
LUMO (spin up / spin down), hartree: -0.016 / -0.012
Kohn-Sham gap (spin up / spin down), eV: 8.91 / 8.24
F_max, eV Å⁻¹: 2.108

Geometry (Å):
C: -0.94580 -0.34140 1.18221
C: -0.64024 0.97358 -0.58523
C: -0.00326 0.12124 0.27727
C: 2.66782 -0.41487 0.02860
N: -2.11601 0.20306 0.89331
N: 2.84462 -1.58998 -0.20758
N: -1.92438 0.99179 -0.16833
Cl: 3.55891 0.97680 0.31560
H: -0.84218 -1.02143 2.00079
H: -0.28835 1.53744 -1.42451
H: 3.73867 -2.06746 -0.31544
H: -2.70854 1.49727 -0.55142

Formally, the Löwdin partial charges of the atoms, in units of the elementary charge, are as follows:
1 C -0.201
2 C -0.142
3 C -0.008
4 C -0.725
5 N 0.009
6 N 0.060
7 N -0.050
8 Cl 0.646
9 H 0.089
10 H 0.098
11 H 0.075
12 H 0.149

=====

# C4H4ClN3

2 unconnected molecules or ions with the total composition C4H4ClN3 (wB97M-V/def2-TZVPD, the Open Molecules 2025 dataset).

Summary:
Relative energy (zero: lowest compared OMol25 entry of this formula, charge and spin), kJ/mol: 486.6
LUMO, hartree: -0.026
Kohn-Sham gap, eV: 8.23
SMILES: N#C/C=N\Cl.C=C=N
F_max, eV Å⁻¹: 3.611

Geometry (Å):
N: 3.51705 -0.78403 0.95085
C: 2.57288 -0.87513 0.30804
C: 1.45730 -0.98850 -0.55026
N: 0.76462 -0.06965 -1.08321
Cl: 1.06407 1.53312 -0.66776
H: 1.20268 -2.06039 -0.86277
C: -1.69071 -0.29855 -0.19659
C: -1.71048 0.88353 0.27171
N: -2.10555 1.84830 0.89106
H: -2.20997 -0.93332 0.38020
H: -1.26486 -0.56826 -1.07551
H: -1.59702 2.31288 1.63423

Formally, the Löwdin partial charges of the atoms, in units of the elementary charge, are as follows:
1 N 0.185
2 C -0.233
3 C -0.276
4 N -0.422
5 Cl 0.686
6 H 0.152
7 C -0.026
8 C -0.335
9 N 0.148
10 H 0.040
11 H 0.011
12 H 0.071

=====

Q: F_max of number 3 (C4H4Cl4F12NO4PS2V)?
A: 3.012 eV Å⁻¹

=====

Q: Look up the F_max of the ninth one.
A: 9.832 eV Å⁻¹

=====

Q: Which formula does entry 9 have?
A: C4H4ClFO

=====

Q: relative energy (zero: lowest compared OMol25 entry of this formula, charge and spin) of number 4 (C4H4Cl4O)?
A: 61.5 kJ/mol